# 1
{"formula": "C6H7F4NO", "method": "ωB97M-V/def2-TZVPD", "smiles": "O=C1NCC[C@@H]1C(F)(F)C(F)F", "homo_energy_ev": -10.161, "charge": 0, "max_force_ev_per_a": 3.7, "gap_ha": 0.3958, "species": ["C", "F", "F", "F", "H", "C", "H", "C", "C", "N", "F", "C", "H", "H", "H", "C", "H", "O", "H"], "xyz": [[1.9744, -0.1232, 0.5106], [-2.0914, -2.0319, -0.5624], [-2.9538, -1.0352, 1.1175], [-2.0074, 0.2019, -1.5658], [-0.2835, 1.8280, -0.3521], [-1.6032, 0.2672, -0.3049], [0.1774, -0.0440, 1.8444], [0.6501, 0.4838, 1.0320], [-1.8705, -1.1191, 0.3487], [2.0553, 0.5479, -0.8013], [-2.3697, 1.1736, 0.2817], [-0.1757, 0.7573, -0.2434], [1.7425, -1.1696, 0.2973], [0.9450, 1.4650, 1.3839], [-1.0676, -1.4766, 0.9833], [0.7867, 0.2946, -1.3488], [2.7913, 0.0555, 1.1849], [0.5691, -0.1880, -2.3811], [2.7309, 0.1129, -1.4245]], "atomic_forces_ev_per_a": [[-1.87, -0.02, -0.47], [-0.21, -1.23, -1.53], [-1.10, 0.11, 0.76], [-0.43, -0.01, -1.35], [0.08, 0.31, -0.24], [1.07, -1.10, 0.05], [-0.16, -0.26, 0.08], [0.80, 1.18, -0.26], [0.70, 0.68, 0.88], [0.69, -0.75, -0.30], [-0.91, 1.06, 1.09], [0.03, -0.46, 0.12], [0.76, -0.42, 0.52], [-0.17, 0.16, 0.53], [0.41, 0.11, 0.08], [0.38, 1.83, 3.21], [0.44, -0.10, -0.01], [-0.70, -1.28, -3.32], [0.18, 0.20, 0.14]], "mulliken_charge": [-0.524, -0.274, -0.287, -0.286, 0.378, 0.892, 0.449, -0.957, 0.268, -0.390, -0.339, -0.075, 0.313, 0.329, 0.167, 0.144, 0.393, -0.508, 0.309]}

---

# 2
{"formula": "C6H7F5NO2", "method": "ωB97M-V/def2-TZVPD", "smiles": "C[C@@](N)(CC(=O)[O-])C(F)(F)C(F)(F)F", "homo_energy_ev": -4.128, "charge": -1, "max_force_ev_per_a": 3.9, "gap_ha": 0.2862, "species": ["F", "C", "H", "H", "N", "F", "O", "C", "H", "C", "H", "O", "H", "H", "C", "F", "F", "C", "C", "F", "H"], "xyz": [[-0.3789, 2.3141, -0.6993], [-0.3375, -0.6068, 0.1116], [0.0093, -2.2933, 1.2526], [0.5789, -2.5244, -0.4384], [-1.6630, -0.8546, -0.5457], [-1.0478, 1.2303, -2.4601], [0.8745, 2.4025, 1.8368], [-0.4966, 0.3448, 1.2889], [-2.2944, -0.2940, -0.1166], [-0.0337, 1.3478, -1.5940], [-1.2019, 1.1392, 1.1987], [1.8743, 0.4261, 1.8771], [1.5049, -1.5083, 0.8071], [-1.9407, -1.8230, -0.5533], [0.9548, 1.1998, 1.6868], [0.9853, 1.9082, -2.2870], [1.7592, 0.2551, -0.7858], [0.4774, -1.8688, 0.4223], [0.4668, 0.0685, -1.0526], [0.5465, -0.7395, -2.1768], [-0.6373, -0.1236, 2.2276]], "atomic_forces_ev_per_a": [[-0.09, -1.22, -0.41], [0.06, 0.39, -1.59], [-0.78, -1.28, 1.24], [-0.13, -0.11, 0.05], [2.93, -1.89, -0.94], [-0.12, -0.23, 0.23], [-0.57, 1.40, -0.02], [2.73, 1.46, -0.02], [-2.56, 1.68, 1.51], [-0.36, 3.72, -0.95], [-0.83, 0.27, -0.59], [1.59, -1.26, 0.40], [-1.58, -0.57, -0.72], [-0.02, -0.05, 0.15], [-1.84, -1.28, -0.09], [-0.07, 0.03, -0.44], [0.65, 0.25, 0.87], [1.71, 1.92, 0.06], [0.44, -1.75, 0.37], [-0.77, -0.43, 0.12], [-0.40, -1.04, 0.76]], "mulliken_charge": [-0.229, 1.433, 0.530, 0.436, -0.659, -0.273, -0.700, -1.569, 0.208, 0.476, 0.344, -0.626, 0.321, 0.243, 0.566, -0.295, -0.295, -1.732, 0.642, -0.393, 0.572]}

---

# 3
{"formula": "C6H7FN2O", "method": "ωB97M-V/def2-TZVPD", "homo_energy_ev": [-8.768, -8.947], "charge": 0, "max_force_ev_per_a": 3.1, "gap_ha": [0.2858, 0.3074], "species": ["H", "O", "N", "F", "H", "C", "C", "N", "C", "C", "C", "H", "H", "H", "H", "H", "C"], "xyz": [[-0.5328, 1.7428, 0.7551], [-1.9712, 1.9446, -0.6469], [-1.2486, -0.1163, 0.1999], [2.0053, 1.7091, 1.1487], [-3.2698, -0.8233, -0.1495], [1.9963, 0.6329, 0.4089], [-2.2376, -1.0447, 0.0548], [-0.3576, -2.0065, 0.9151], [-0.1193, -0.7466, 0.7610], [-1.2231, 1.3119, 0.0379], [2.2000, 0.7595, -1.0310], [2.0930, -0.2171, -1.3799], [2.1230, -0.3923, 0.7346], [1.4365, 1.3025, -1.6355], [-2.2919, -3.1074, 0.4305], [3.1187, 1.2547, -1.1407], [-1.7210, -2.2038, 0.5370]], "atomic_forces_ev_per_a": [[0.63, 0.24, -0.10], [0.05, -0.14, -0.17], [1.40, 2.26, 0.28], [0.09, -0.44, 0.35], [0.09, 0.23, -0.42], [-2.22, -2.10, -0.40], [-0.34, -0.51, 0.65], [-0.61, -0.48, -0.09], [-0.17, 1.04, -1.08], [-1.18, -1.43, 0.41], [-2.54, 1.37, 0.03], [0.69, -1.67, -0.90], [0.90, 0.74, 1.42], [0.38, 0.18, 0.80], [0.51, -0.59, 0.65], [1.60, 0.38, -0.66], [0.72, 0.90, -0.78]], "mulliken_charge": [0.401, -0.489, 0.225, -0.226, 0.404, -0.053, -0.086, -0.550, -0.187, 0.027, -0.735, 0.313, 0.453, 0.269, 0.375, 0.355, -0.496]}

---

# 4
{"formula": "C6H7FN2O3", "method": "ωB97M-V/def2-TZVPD", "smiles": "COC1=N[C@H](ON=O)C=C[C@@H]1F", "homo_energy_ev": -9.970, "charge": 0, "max_force_ev_per_a": 4.3, "gap_ha": 0.3663, "species": ["C", "H", "H", "H", "N", "O", "N", "H", "C", "C", "H", "C", "O", "C", "F", "O", "C", "H", "H"], "xyz": [[-0.1008, -0.3242, 0.3635], [-0.5558, -2.4075, -0.8150], [-2.1282, -2.0095, -0.3021], [-1.5311, -3.3215, 0.4983], [2.5923, -0.5234, -0.2382], [-0.7953, -1.3630, 0.8373], [0.0719, -0.1249, -0.8452], [1.5141, 2.4342, 1.7563], [1.3959, 1.9610, -0.2938], [0.9896, 0.8521, -1.2797], [1.7886, 2.6298, -1.0159], [1.2225, 1.7197, 1.0033], [2.2169, 0.1186, -1.4455], [0.3540, 0.5291, 1.4657], [1.1984, -0.2111, 2.3913], [3.4812, -1.3447, -0.3378], [-1.2403, -2.3680, 0.0417], [-0.5567, 0.8589, 2.0227], [0.6908, 1.1828, -2.2382]], "atomic_forces_ev_per_a": [[-0.55, -1.20, 0.85], [-0.23, -0.84, 0.08], [-2.84, 0.71, -1.74], [1.07, 0.35, 0.60], [1.88, -2.10, 0.12], [1.13, 1.33, 3.26], [-1.17, -0.49, -1.53], [0.16, -0.09, 0.25], [-1.70, -2.24, -0.91], [0.65, -0.80, 2.85], [1.12, 1.83, 1.01], [-1.15, 0.58, -0.60], [2.10, -1.30, -1.04], [1.91, 1.21, 1.76], [-1.38, 0.68, -1.01], [-2.86, 3.16, -0.77], [0.91, -1.16, -2.02], [0.86, -0.14, -0.13], [0.09, 0.54, -1.02]], "mulliken_charge": [0.468, 0.346, 0.353, 0.229, 0.314, -0.386, -0.703, 0.400, -0.465, 0.059, 0.393, -0.731, -0.244, 0.643, -0.333, -0.431, -0.782, 0.369, 0.500]}

---

# 5
{"formula": "C6H7HgLiO6", "method": "ωB97M-V/def2-TZVPD", "homo_energy_ev": [-16.415, -16.536], "charge": 2, "max_force_ev_per_a": 8.6, "gap_ha": [0.2122, 0.2138], "species": ["O", "O", "H", "H", "C", "H", "Li", "H", "H", "C", "Hg", "C", "C", "C", "H", "H", "O", "O", "O", "C", "O"], "xyz": [[0.8156, 1.0367, -0.8224], [-2.0925, 0.5483, 0.0950], [-1.6632, -1.0521, 1.1674], [4.5723, -0.3288, -0.3458], [1.3753, -0.1278, -0.3288], [-0.2341, -1.4057, 0.4890], [-5.3130, -0.3477, -1.4643], [3.1465, -2.4557, -1.5145], [3.6725, -1.5038, 0.6808], [-1.2138, -0.3948, 0.4053], [2.3619, 2.1087, -0.5290], [3.6017, -0.7923, -0.1504], [0.1899, -0.0105, 0.5440], [-3.3437, 0.1543, -0.5064], [3.1909, -0.8361, -2.2969], [0.2761, 0.7124, 1.3680], [2.6592, 0.2448, 0.2131], [-3.7298, -1.0058, -0.3356], [1.5457, -1.2368, -1.0868], [2.9400, -1.3901, -1.3816], [-3.9619, 1.0996, -1.0006]], "atomic_forces_ev_per_a": [[-2.21, -0.51, -2.59], [1.85, -0.95, -2.95], [-0.09, 0.29, 0.02], [-0.21, -0.12, 0.09], [-1.31, -1.09, -0.40], [1.08, -0.38, -0.24], [0.18, 0.13, 0.23], [-0.05, 0.28, 0.00], [-0.02, 0.26, -0.15], [-1.89, 1.72, 3.01], [3.65, 7.71, -1.24], [0.74, -0.93, 0.00], [-0.56, -2.43, 1.71], [-2.89, 0.65, 0.37], [-0.08, -0.20, 0.15], [0.49, -1.28, 0.96], [-0.34, -3.10, 1.43], [0.84, -0.21, -0.32], [-0.49, 0.81, 0.43], [0.59, -0.11, -0.38], [0.72, -0.56, -0.15]], "mulliken_charge": [-0.776, -0.197, 0.350, 0.342, 1.579, 0.223, 0.905, 0.351, 0.280, -0.202, 1.110, -0.184, -0.425, 0.867, 0.274, 0.434, -0.670, -0.751, -0.388, -0.410, -0.713]}

---

# 6
{"formula": "C6H7IN2O", "method": "ωB97M-V/def2-TZVPD", "smiles": "C=Cn1cccn1.O=CI", "homo_energy_ev": -8.629, "charge": 0, "max_force_ev_per_a": 3.4, "gap_ha": 0.3224, "species": ["C", "C", "H", "C", "H", "C", "H", "H", "C", "H", "C", "N", "N", "H", "I", "H", "O"], "xyz": [[0.1817, 0.7688, -1.2315], [2.0629, -0.0858, 1.0789], [0.5397, -0.8801, -2.4357], [-2.0274, -0.1957, 1.3589], [-2.3454, -2.2758, 0.7733], [-1.9833, -1.2866, 0.5158], [1.6185, 0.5862, -2.8028], [0.2948, 1.8900, -1.0950], [0.8603, 0.1792, -2.1982], [2.2933, -1.0241, 1.6786], [-1.2407, 0.7613, 0.7438], [-0.7785, 0.1812, -0.4372], [-1.2257, -1.0303, -0.6038], [-0.9379, 1.7807, 1.0703], [3.6797, 0.2545, -0.2194], [-2.2071, -0.3011, 2.4688], [1.2151, 0.6775, 1.3353]], "atomic_forces_ev_per_a": [[0.80, 2.85, -1.42], [1.38, -1.47, 1.57], [0.73, 1.17, 0.36], [0.99, 0.49, 1.96], [-0.07, 0.13, -0.63], [1.31, -0.54, -1.78], [0.55, 0.85, -0.40], [-0.08, -1.64, 0.36], [-1.81, -2.87, 0.08], [-0.59, 0.63, -0.74], [-0.03, 0.36, -0.46], [-1.35, 2.10, 2.12], [-1.42, -2.29, 1.42], [-0.26, -1.18, -0.50], [0.52, 0.15, -0.44], [-0.44, 0.66, -1.64], [-0.24, 0.61, 0.14]], "mulliken_charge": [0.030, -0.065, 0.230, -0.573, 0.410, -0.222, 0.426, 0.183, -0.766, 0.380, -0.181, 0.813, -1.007, 0.378, 0.025, 0.267, -0.329]}

---

# 7
{"formula": "C6H7IO", "method": "ωB97M-V/def2-TZVPD", "smiles": "COC1=CC=C[C@@H]1I", "homo_energy_ev": -8.221, "charge": 0, "max_force_ev_per_a": 4.0, "gap_ha": 0.3114, "species": ["C", "O", "H", "H", "H", "H", "H", "C", "C", "H", "C", "C", "I", "H", "C"], "xyz": [[-1.4085, 0.5750, -0.7415], [0.2061, -1.5169, -0.4787], [1.2932, -1.8796, 1.2250], [0.3728, 2.8553, 0.9281], [-1.6438, 0.2310, -1.8184], [1.1023, -3.3437, 0.1519], [2.3923, -2.1303, -0.1233], [0.5960, 0.6189, 0.5134], [-0.1148, -0.2642, -0.1198], [-1.6223, 2.8159, -0.8350], [1.3424, -2.1764, 0.1779], [-1.0361, 2.0351, -0.4557], [-3.1370, -0.0990, 0.3236], [1.6223, 0.3404, 0.8821], [0.0350, 1.9384, 0.3704]], "atomic_forces_ev_per_a": [[1.58, -2.09, -1.50], [0.58, -0.70, -0.25], [0.12, -0.10, 0.11], [0.14, -1.15, -0.76], [0.60, 0.79, 1.68], [0.25, 2.60, -0.08], [-0.44, 1.01, -0.98], [2.90, 0.35, 1.61], [-2.34, 0.44, -2.49], [-0.56, 1.12, 0.08], [-1.89, -2.62, 1.17], [1.02, -3.72, 0.98], [-0.17, 0.11, 0.13], [-1.26, 0.82, -0.08], [-0.53, 3.16, 0.37]], "mulliken_charge": [-0.236, -0.389, 0.360, 0.315, 0.412, 0.232, 0.321, -0.162, 0.173, 0.453, -0.781, -0.775, 0.063, 0.297, -0.284]}